No. 1
2 unconnected molecules or ions with the total composition C5H15N2P in a non-equilibrium geometry. Source: OMol25; level of theory: wB97M-V/def2-TZVPD.

```
23
Properties=species:S:1:pos:R:3:lowdin_charge:R:1
C -3.17 0.24 1.21 -0.1266
C -1.83 -0.28 0.89 -0.3986
C -1.32 -0.35 -0.51 -0.6480
C -0.63 0.87 -1.02 -0.1218
P -0.21 -1.91 -0.44 0.8233
H -3.46 0.12 2.32 0.1137
H -3.38 1.17 0.66 0.0806
H -3.89 -0.38 0.75 0.0480
H -1.78 -1.31 1.36 0.0824
H -1.05 0.17 1.53 0.1163
H -2.07 -0.64 -1.21 0.0799
H -1.00 1.12 -2.02 0.0842
H -0.84 1.62 -0.33 0.0471
H 0.48 0.72 -1.06 0.0532
H -1.30 -2.85 -0.59 -0.0940
H 0.29 -1.86 -1.72 -0.1421
H 4.59 0.42 1.38 0.0323
N 3.75 -0.15 1.51 0.0691
N 3.00 -0.01 0.58 -0.1725
C 3.38 0.69 -0.51 -0.1937
H 4.41 1.11 -0.40 0.0833
H 3.37 0.08 -1.51 0.1271
H 2.67 1.41 -0.88 0.0568
```

LUMO level = 0.0325 hartree
relative energy (zero: lowest compared OMol25 entry of this formula, charge and spin) = 2.942 eV
total energy = -650.22895 a.u.
HOMO-LUMO gap = 9.6283 eV
charge = 0
SMILES string = CC[C@@H](C)P.[H]/N=N\C
M = 134.16 g/mol

No. 2
A gas-phase ion, C5H15N2S (charge +1) in a non-equilibrium geometry. Source: OMol25; level of theory: wB97M-V/def2-TZVPD.

```
23
Properties=species:S:1:pos:R:3:lowdin_charge:R:1
C 2.65 -0.40 -0.25 -0.0554
C 1.19 -0.59 0.35 -0.4014
C 1.14 -0.47 1.95 -0.5437
S -0.43 0.06 2.64 0.7240
N 0.29 0.53 -0.18 -0.0736
C -0.52 0.09 -1.31 -0.2746
C -1.80 0.79 -1.58 -0.1051
N -2.63 0.66 -0.28 0.2032
H 3.22 -1.19 -0.85 0.0888
H 3.28 -0.37 0.77 0.1024
H 2.75 0.64 -0.80 0.1040
H 0.67 -1.56 0.09 0.1343
H 1.46 -1.53 2.33 0.1151
H 1.83 0.48 2.33 0.1228
H -0.97 -1.04 3.12 -0.1545
H 0.96 1.21 -0.44 0.0780
H -0.01 0.01 -2.26 0.1282
H -0.73 -1.00 -1.38 0.1347
H -2.36 0.25 -2.49 0.1869
H -1.64 1.80 -1.72 0.0998
H -3.38 1.39 -0.29 0.1967
H -1.92 0.40 0.42 0.0834
H -3.06 -0.17 -0.16 0.1058
```

LUMO level = -0.1172 hartree
relative energy (zero: lowest compared OMol25 entry of this formula, charge and spin) = 3.111 eV
total energy = -706.86228 a.u.
HOMO-LUMO gap = 9.2670 eV
charge = +1
SMILES string = C[C@@H](CS)NCC[NH3+]
M = 135.26 g/mol

No. 3
A gas-phase ion, C5H15N2S (charge +1) in a non-equilibrium geometry. Source: OMol25; level of theory: wB97M-V/def2-TZVPD.

```
23
Properties=species:S:1:pos:R:3:lowdin_charge:R:1
C 2.61 -1.43 -0.87 -0.1183
C 1.99 -0.23 -1.51 -0.2114
N 1.28 0.53 -0.36 -0.0948
C 0.17 -0.18 0.38 -0.1612
C -0.93 0.86 0.45 -0.3670
N -1.78 0.74 -0.81 0.1885
C -1.78 0.83 1.74 -0.4374
S -3.31 -0.23 1.56 0.7566
H 3.50 -1.84 -1.39 0.0853
H 2.92 -1.28 0.15 0.0688
H 2.00 -2.36 -0.88 0.0843
H 2.68 0.55 -1.81 0.1087
H 1.14 -0.46 -2.18 0.1101
H 1.99 0.73 0.33 0.0910
H -0.22 -1.07 -0.12 0.1269
H 0.66 -0.39 1.34 0.1334
H -0.60 1.90 0.38 0.1477
H -2.69 1.21 -0.79 0.1563
H -2.10 -0.24 -0.86 0.1311
H -1.23 1.03 -1.61 0.1706
H -2.24 1.85 1.88 0.0846
H -1.14 0.65 2.60 0.0932
H -2.92 -1.16 2.38 -0.1470
```

LUMO level = -0.1208 hartree
relative energy (zero: lowest compared OMol25 entry of this formula, charge and spin) = 1.738 eV
total energy = -706.91274 a.u.
HOMO-LUMO gap = 9.4316 eV
charge = +1
SMILES string = CCNC[C@@H]([NH3+])CS
M = 135.26 g/mol

No. 4
C5H15N3 in the gas phase in a non-equilibrium geometry. Source: OMol25; level of theory: wB97M-V/def2-TZVPD.

```
23
Properties=species:S:1:pos:R:3:lowdin_charge:R:1
C -2.31 0.95 0.70 -0.0989
N -1.35 -0.04 1.36 -0.0883
C 0.04 0.36 0.85 -0.3936
C 0.59 1.31 1.94 -0.0654
C 0.76 -0.98 0.62 -0.1762
N 0.73 -1.37 -0.81 -0.1065
C 1.33 -0.68 -1.90 -0.3032
N 0.32 0.15 -2.64 0.0093
H -2.44 1.84 1.24 0.0546
H -3.26 0.52 0.69 0.0401
H -1.94 0.99 -0.33 0.0749
H -1.45 0.14 2.40 0.1027
H 0.00 0.86 -0.03 0.0640
H 1.70 1.24 1.87 0.0647
H 0.38 2.35 1.78 0.0612
H 0.41 0.96 3.00 0.0913
H 0.34 -1.89 1.18 0.1350
H 1.88 -0.82 0.96 0.1304
H -0.07 -1.85 -1.02 0.0721
H 1.70 -1.61 -2.46 0.1204
H 2.09 0.09 -1.51 0.1400
H 0.84 0.47 -3.46 0.0622
H -0.52 -0.26 -2.85 0.0094
```

LUMO level = 0.0416 hartree
relative energy (zero: lowest compared OMol25 entry of this formula, charge and spin) = 3.021 eV
total energy = -363.67606 a.u.
HOMO-LUMO gap = 9.2595 eV
charge = 0
SMILES string = CN[C@@H](C)CNCN
M = 117.20 g/mol

No. 5
2 unconnected molecules or ions with the total composition C5H15N3. Source: OMol25; level of theory: wB97M-V/def2-TZVPD.

```
23
Properties=species:S:1:pos:R:3:lowdin_charge:R:1
C 0.39 -1.80 2.04 -0.1623
N -0.73 -0.91 2.21 -0.0367
C -0.46 0.33 2.25 -0.3390
N 0.79 0.91 2.18 0.0857
H 0.88 -1.64 1.07 0.0534
H 0.06 -2.83 2.09 0.0637
H 1.18 -1.62 2.79 0.0783
H -1.28 1.03 2.39 0.1077
H 1.50 0.44 1.63 0.0705
H 0.80 1.91 2.04 0.0760
C 0.76 -0.59 -1.80 -0.1269
N -0.09 0.35 -1.09 -0.3335
C 0.04 1.66 -1.69 -0.1293
C -1.48 -0.10 -1.15 -0.1265
H 1.79 -0.26 -1.75 0.0809
H 0.47 -0.67 -2.86 0.0826
H 0.65 -1.59 -1.36 0.0735
H -0.60 2.37 -1.15 0.0792
H 1.07 2.01 -1.60 0.0784
H -0.21 1.65 -2.76 0.0838
H -2.12 0.59 -0.60 0.0799
H -1.56 -1.08 -0.69 0.0769
H -1.84 -0.16 -2.19 0.0838
```

LUMO level = 0.0318 hartree
relative energy (zero: lowest compared OMol25 entry of this formula, charge and spin) = 1.366 eV
total energy = -363.73689 a.u.
HOMO-LUMO gap = 9.6225 eV
charge = 0
SMILES string = C/N=C\N.CN(C)C
M = 117.20 g/mol

No. 6
C5H15N3 in the gas phase in a non-equilibrium geometry. Source: OMol25; level of theory: wB97M-V/def2-TZVPD.

```
23
Properties=species:S:1:pos:R:3:lowdin_charge:R:1
C 1.57 -1.87 -1.08 -0.0536
C 1.02 -0.59 -0.43 -0.4240
C 0.34 0.34 -1.43 -0.2308
N -0.84 -0.25 -2.11 0.0023
N 0.27 -0.92 0.76 -0.0493
C -0.02 0.13 1.72 -0.2167
C -1.28 0.98 1.50 -0.2799
N -0.98 2.33 1.02 -0.0109
H 1.34 -1.89 -2.15 0.0655
H 1.17 -2.77 -0.61 0.0730
H 2.64 -1.94 -0.92 0.0647
H 1.92 -0.04 -0.13 0.1301
H -0.13 1.09 -0.80 0.0789
H 1.00 0.67 -2.22 0.1085
H -1.66 -0.19 -1.52 0.0427
H -0.74 -1.19 -2.46 0.0529
H -0.56 -1.41 0.50 0.1039
H 0.87 0.76 1.75 0.1135
H -0.13 -0.32 2.70 0.1053
H -1.95 1.00 2.37 0.1003
H -1.89 0.40 0.79 0.0946
H -1.75 2.95 1.22 0.0609
H -0.21 2.71 1.55 0.0680
```

LUMO level = 0.0388 hartree
relative energy (zero: lowest compared OMol25 entry of this formula, charge and spin) = 1.356 eV
total energy = -363.73728 a.u.
HOMO-LUMO gap = 9.4475 eV
charge = 0
SMILES string = C[C@@H](CN)NCCN
M = 117.20 g/mol